No. 1
C5H13NS | wB97M-V/def2-TZVPD

XYZ file:
```
20
Properties=species:S:1:pos:R:3:mulliken_charge:R:1
C -1.1664 -1.0224 -0.4596 -0.32
N -0.6286 0.3517 -0.3658 -0.47
C 0.8197 0.4980 -0.1715 0.11
C 1.2301 -0.2842 1.1429 -0.82
S 3.0198 -0.3898 1.3824 -0.21
C 1.2783 1.9507 -0.0571 -1.36
C -2.6401 -0.8576 -0.8151 -1.18
H -0.5457 -1.6028 -1.2318 0.30
H -1.0613 -1.5185 0.5152 0.24
H -1.0732 0.6665 0.5045 0.32
H 1.2065 -0.0157 -1.0513 0.43
H 0.6622 0.1780 1.9695 0.43
H 0.8293 -1.3090 1.1506 0.35
H 3.3029 -0.9451 0.2263 0.11
H 0.6677 2.5206 -0.8019 0.39
H 0.8605 2.3336 0.9053 0.29
H 2.3655 2.0296 -0.1174 0.38
H -3.1053 -0.0624 -0.2639 0.32
H -2.8529 -0.7453 -1.8805 0.29
H -3.1690 -1.7761 -0.5807 0.38
```

Output
SMILES: CCN[C@@H](C)CS
Charge: 0
E_HOMO (eV): -8.61
Gap between HOMO and LUMO (hartree): 0.3513
DFT total energy (eV): -17720.523

=====

No. 2
C5H8O2 | wB97M-V/def2-TZVPD

XYZ file:
```
15
Properties=species:S:1:pos:R:3:mulliken_charge:R:1
C 0.2384 -0.9527 1.7934 -1.38
C -0.0920 -0.3431 0.4724 0.94
C -0.5223 1.0973 0.2482 -0.91
C 0.5634 0.5029 -0.5796 0.49
O 1.8126 1.0411 -0.7902 -0.53
C -0.0707 -0.4516 -1.5765 -0.53
O -0.6992 -1.1891 -0.5135 -0.45
H -0.6845 -1.3238 2.2529 0.35
H 0.6781 -0.2089 2.4644 0.32
H 0.9341 -1.7907 1.6871 0.31
H -1.4834 1.3303 -0.2090 0.20
H -0.2013 1.7838 1.0294 0.28
H 2.1387 0.4598 -1.4821 0.32
H -0.7811 -0.0079 -2.2835 0.22
H 0.6386 -1.0857 -2.1362 0.37
```

Output
Charge: 0
E_HOMO (eV): -8.91
Gap between HOMO and LUMO (hartree): 0.3574
DFT total energy (eV): -9407.253

=====

No. 3
C94H78O22 | wB97M-V/def2-TZVPD

XYZ file:
```
194
Properties=species:S:1:pos:R:3:mulliken_charge:R:1
C -0.8823 -14.4401 -0.9417 -0.58
C 0.4738 -14.8294 -0.7190 -0.32
C 1.4179 -13.8997 -0.2823 -0.78
C 1.0560 -12.5165 -0.2002 0.50
C -0.2906 -12.1212 -0.4618 0.53
C -1.2004 -13.1104 -0.8689 -0.52
C -0.7468 -10.7963 -0.2832 0.46
O -1.8319 -10.4860 -0.7077 -0.64
C 0.2424 -9.8404 0.4411 0.11
C -0.1556 -8.5205 0.7184 -0.72
C 0.7621 -7.6071 1.2665 -0.66
C 2.0783 -8.0516 1.4710 -0.58
C 2.4714 -9.3247 1.1844 -0.80
C 1.5815 -10.2520 0.6376 0.55
C 2.1150 -11.6097 0.3177 0.50
O 3.3085 -11.9070 0.4106 -0.66
H -1.5349 -15.2342 -1.3520 0.33
H 0.8436 -15.8645 -0.8450 0.35
H 2.3915 -14.2372 0.1110 0.37
H -2.2029 -12.7465 -1.1422 0.41
H -1.1679 -8.2137 0.5344 0.48
H 0.4505 -6.6048 1.4669 0.75
H 2.7153 -7.3130 1.9194 0.50
H 3.5175 -9.5666 1.3749 0.42
C -4.0501 4.5212 -1.9814 -0.46
C -4.9018 5.0945 -2.8989 -0.91
C -4.6096 6.3638 -3.4515 -0.75
C -3.4557 6.9882 -3.0946 1.34
C -2.6705 6.4434 -2.0197 -0.19
C -2.9142 5.1459 -1.6294 -0.65
C -1.5145 7.1638 -1.4432 0.48
O -0.7845 6.6869 -0.5880 -0.65
C -1.2617 8.5292 -2.0173 1.06
C -0.0321 9.1776 -1.5993 -0.52
C 0.3277 10.3693 -2.2689 -1.07
C -0.5020 10.9952 -3.2235 -0.53
C -1.6692 10.3849 -3.6064 -0.80
C -2.0295 9.1219 -3.0248 0.64
C -3.2482 8.3863 -3.5876 -0.08
O -3.9830 8.9293 -4.3699 -0.66
H -4.2709 3.5351 -1.5644 0.38
H -5.8882 4.7089 -3.0030 0.53
H -5.2204 6.7641 -4.2552 0.51
H -2.4289 4.7187 -0.7321 0.32
H 0.5244 8.6075 -0.8110 0.55
H 1.2597 10.7894 -2.0181 0.48
H -0.1794 11.9195 -3.7127 0.38
H -2.3745 10.8587 -4.2471 0.55
C 2.0177 -4.2967 -0.8987 -0.79
C 2.8945 -4.2897 0.1707 -0.69
C 3.0577 -3.1033 0.9754 -0.85
C 2.2150 -2.0626 0.6961 0.05
C 1.4761 -2.0031 -0.4728 0.58
C 1.3855 -3.1316 -1.2853 -0.87
C 0.7843 -0.7283 -0.8902 0.71
O 0.1942 -0.5703 -1.9149 -0.70
C 0.9319 0.4189 0.0202 0.03
C 0.5594 1.6845 -0.4551 -0.37
C 0.5958 2.8236 0.4515 -0.91
C 1.0797 2.6066 1.7405 -0.43
C 1.5299 1.3530 2.1768 -0.66
C 1.3956 0.2692 1.3497 0.99
C 2.1206 -0.9975 1.7777 0.23
O 2.5267 -1.1498 2.9324 -0.71
H 1.9687 -5.1371 -1.5672 0.61
H 3.5219 -5.1435 0.2831 0.82
H 3.7681 -3.0034 1.8014 0.50
H 0.9226 -3.1745 -2.2415 0.62
H 0.3171 1.8463 -1.5306 0.22
H 0.2995 3.8127 0.1000 0.73
H 1.2847 3.4676 2.3570 0.52
H 1.9845 1.2749 3.2111 0.40
C -3.8377 6.1956 -8.0847 -0.47
C -3.4140 7.4798 -8.3776 -0.78
C -2.4150 8.0757 -7.5458 -0.86
C -1.7613 7.2570 -6.5920 0.64
C -2.2290 5.9415 -6.3613 0.69
C -3.2867 5.4520 -7.0899 -0.70
C -1.6734 5.1224 -5.2882 1.05
O -2.1528 4.0879 -4.9062 -0.76
C -0.3640 5.6494 -4.7608 -0.05
C 0.3210 4.8475 -3.7730 -0.08
C 1.5344 5.2282 -3.2802 -0.87
C 1.9729 6.5423 -3.5301 -0.65
C 1.2953 7.3465 -4.4356 -0.52
C 0.1268 6.9153 -5.0910 0.34
C -0.5265 7.8464 -6.0428 0.21
O -0.1926 8.9530 -6.3005 -0.60
H -4.6815 5.8021 -8.6626 0.39
H -3.7638 8.0379 -9.2232 0.45
H -2.1654 9.1453 -7.6736 0.41
H -3.7107 4.4505 -7.0078 0.44
H -0.0916 3.8919 -3.4540 0.37
H 2.1286 4.5728 -2.5981 0.41
H 2.7973 6.9059 -2.9531 0.47
H 1.6961 8.3691 -4.6172 0.39
C -3.3484 -2.2245 11.5165 -0.49
C -3.4525 -3.3753 10.7728 -0.48
C -3.0060 -3.3656 9.4378 -0.46
C -2.5600 -2.1840 8.8512 0.18
C -2.6028 -1.0000 9.5729 0.09
C -3.0205 -0.9927 10.8988 -0.56
C -2.1242 0.2703 8.9816 0.44
O -2.0703 1.3202 9.5663 -0.65
C -1.6459 0.2179 7.5941 0.33
C -1.3021 1.4040 6.9119 -0.81
C -0.6444 1.3220 5.6560 0.03
C -0.4023 0.0883 5.0741 -0.24
C -0.8055 -1.0868 5.6826 -0.92
C -1.4097 -1.0492 6.9300 0.17
C -1.9212 -2.2507 7.5523 0.58
O -1.8616 -3.2723 6.9133 -0.71
H -3.5940 -2.2033 12.5822 0.36
H -3.6802 -4.3551 11.2435 0.34
H -2.7925 -4.3325 8.9153 0.33
H -2.9519 -0.0354 11.4116 0.46
H -1.4473 2.3678 7.3787 0.61
H -0.2548 2.2519 5.3041 0.13
H 0.1233 0.0083 4.1129 0.43
H -0.7134 -2.0457 5.2134 0.71
C 1.7547 -5.9724 -4.3367 -0.84
C 2.2482 -4.7207 -4.2938 -0.40
C 3.5498 -4.4211 -3.9114 -1.04
C 4.3160 -5.5160 -3.4321 0.82
C 3.7597 -6.8110 -3.3536 0.63
C 2.4724 -7.0353 -3.8373 -0.56
C 4.6528 -8.0412 -3.0193 -0.06
O 4.2982 -9.1532 -3.3531 -0.59
C 5.9816 -7.6534 -2.5294 0.54
C 6.7815 -8.6618 -1.9848 -0.91
C 7.9621 -8.3650 -1.3681 -0.38
C 8.4889 -7.0144 -1.2841 -0.60
C 7.7571 -6.0269 -1.9079 -0.44
C 6.5224 -6.3224 -2.5260 0.26
C 5.6781 -5.2209 -3.0571 0.61
O 6.0724 -4.0514 -3.0752 -0.71
H 0.8031 -6.1366 -4.7767 0.48
H 1.5976 -3.9540 -4.6389 0.53
H 3.9938 -3.4365 -3.9871 0.50
H 2.1037 -8.0380 -3.8108 0.59
H 6.3589 -9.6643 -1.8233 0.40
H 8.5325 -9.1963 -0.9592 0.38
H 9.4770 -6.8471 -0.8358 0.38
H 8.1113 -4.9804 -1.9164 0.42
C -0.5905 6.0572 6.3461 -0.32
C 0.4187 5.0591 5.5836 -0.48
O -0.2785 4.4164 4.5706 -0.24
O 0.2498 6.9183 7.0558 -0.51
H -1.2440 5.5287 7.0659 0.28
H -1.2634 6.6295 5.7357 0.15
H 0.7881 4.2511 6.2322 0.32
H 1.2318 5.7037 5.2498 0.35
H -0.3678 5.0588 3.8745 0.18
H -0.0102 6.7637 7.9432 0.34
C 0.4543 7.6717 2.4045 -0.24
C -0.2754 8.9971 2.1043 -0.39
O -1.1602 9.4248 3.2209 -0.57
O -0.5772 6.6545 2.4330 -0.54
H 0.9193 7.7415 3.3784 0.36
H 1.2329 7.4040 1.6319 0.21
H -0.8383 8.8372 1.2129 0.16
H 0.4204 9.8081 1.8944 0.38
H -1.9689 8.8462 3.2052 0.33
H -0.6581 6.2931 1.5377 0.29
C 0.9240 1.1031 -4.6778 -0.19
C 0.8285 -0.1869 -5.5065 -0.28
O 2.0429 -0.3094 -6.1938 -0.54
O 1.2253 2.3200 -5.3585 -0.44
H 1.5614 0.8884 -3.8261 0.05
H -0.0584 1.2804 -4.2625 0.27
H -0.0120 0.0037 -6.1831 0.37
H 0.6573 -1.0737 -4.9021 0.18
H 1.9688 -0.8535 -7.0143 0.29
H 1.9773 2.0799 -5.8785 0.32
C -1.3801 -2.9472 1.6998 -0.34
C -2.7369 -3.0627 2.3255 -0.59
O -3.8388 -2.5197 1.5693 -0.51
O -0.8362 -1.5840 1.6212 0.10
H -1.5520 -3.3758 0.7304 0.24
H -0.7067 -3.5005 2.3273 0.36
H -2.7160 -2.6631 3.3679 0.17
H -2.9531 -4.1603 2.4806 0.36
H -3.6206 -2.5438 0.6210 0.35
H -1.5719 -0.9505 1.6255 0.17
C -3.5657 1.4624 2.0040 -0.55
C -4.2039 1.4074 0.5958 -0.55
O -3.3714 1.8351 -0.4803 -0.29
O -2.3146 0.8377 2.0280 -0.13
H -4.1841 0.9883 2.7707 0.42
H -3.4479 2.5324 2.1938 0.27
H -5.0949 1.9950 0.6252 0.48
H -4.5423 0.3577 0.4653 0.19
H -2.9159 1.0803 -0.8445 0.14
H -1.8041 1.2654 1.3008 -0.11
```

Output
SMILES: O=C1c2ccccc2C(=O)c2ccccc21.O=C1c2ccccc2C(=O)c2ccccc21.O=C1c2ccccc2C(=O)c2ccccc21.O=C1c2ccccc2C(=O)c2ccccc21.O=C1c2ccccc2C(=O)c2ccccc21.O=C1c2ccccc2C(=O)c2ccccc21.OCCO.OCCO.OCCO.OCCO.OCCO
Charge: 0
E_HOMO (eV): -9.28
Gap between HOMO and LUMO (hartree): 0.2929
DFT total energy (eV): -143785.520

=====

Look up the charge of the third one.
0

=====

The highest E_HOMO belongs to which entry?
C5H13NS

=====

The highest gap between HOMO and LUMO belongs to which entry?
C5H8O2

=====

Which formula does entry 1 have?
C5H13NS